# 1
Density functional theory data (ωB97M-V/def2-TZVPD) for the molecule C4H9N.

```
14
Properties=species:S:1:pos:R:3:mulliken_charge:R:1
N -1.30 -1.70 0.26 -0.559
C -0.65 -0.69 1.16 -0.636
C 1.30 1.61 -1.33 -1.059
C 0.92 0.46 -0.43 -0.081
C -0.15 0.47 0.35 -0.170
H -0.95 -2.63 0.47 0.214
H -2.29 -1.57 0.37 0.212
H 0.19 -1.15 1.69 0.312
H -1.29 -0.40 1.98 0.354
H 0.52 2.38 -1.29 0.298
H 2.34 1.86 -1.16 0.292
H 1.23 1.35 -2.40 0.287
H 1.35 -0.47 -0.82 0.286
H -0.73 1.39 0.43 0.251
```

Results
ΔE to the lowest compared entry with this formula, charge and spin = 101.5 kJ/mol
SMILES = C/C=C/CN
LUMO level = 1.128 eV
charge = 0

---

# 2
Density functional theory data (ωB97M-V/def2-TZVPD) for the molecule C5H6O2.

```
13
Properties=species:S:1:pos:R:3:mulliken_charge:R:1
O 0.62 -0.08 1.76 -0.461
C 0.18 1.00 0.88 -0.545
C 0.44 0.23 -0.42 0.151
C 0.69 -1.06 0.42 0.008
O -0.31 -1.80 0.78 -0.665
C -0.65 0.15 -1.38 -0.832
C -1.54 0.11 -2.19 0.229
H -0.25 -0.90 1.74 0.452
H -0.86 1.26 1.07 0.331
H 0.82 1.87 1.04 0.257
H 1.36 0.57 -0.90 0.322
H 1.70 -1.50 0.35 0.335
H -2.34 0.05 -2.90 0.418
```

Results
ΔE to the lowest compared entry with this formula, charge and spin = 448.4 kJ/mol
LUMO level = 0.865 eV
charge = 0

---

# 3
Density functional theory data (ωB97M-V/def2-TZVPD) for a 25-piece molecular cluster, CH51B3F3O30PS overall.

```
90
Properties=species:S:1:pos:R:3:mulliken_charge:R:1
O -0.45 1.42 1.72 -0.485
P 0.76 2.32 1.32 0.355
B 1.85 1.40 0.04 0.085
O 1.52 1.18 -1.33 -0.315
B 2.00 -0.09 -1.81 0.551
O 3.04 -0.90 -1.20 -0.029
B 2.97 -0.57 0.19 0.500
S 2.66 -1.79 1.60 0.990
O 3.63 -2.93 1.68 -0.676
O 2.61 -0.97 2.86 -0.615
C 0.94 -2.53 1.24 0.567
F 1.03 -3.13 -0.06 -0.189
F -0.05 -1.55 1.19 -0.111
F 0.61 -3.44 2.24 -0.193
O 3.12 0.84 0.51 -0.358
H 0.37 3.63 0.89 0.010
H 1.58 2.51 2.49 0.043
H 1.56 -0.50 -2.83 -0.137
O 2.69 -5.87 -0.41 -0.655
H 2.28 -5.07 -0.05 0.286
H 3.63 -5.66 -0.41 0.346
O -2.68 1.04 4.25 -0.618
H -3.23 0.40 3.77 0.259
H -2.06 1.36 3.57 0.335
O 5.35 -1.93 -3.37 -0.667
H 4.69 -1.67 -2.72 0.317
H 6.07 -1.30 -3.23 0.308
O 1.27 1.92 -4.08 -0.492
H 1.73 2.46 -3.43 0.224
H 0.94 2.56 -4.72 0.244
O -2.03 3.86 0.47 -0.516
H -2.72 3.24 0.73 0.263
H -2.51 4.59 0.06 0.276
O -0.20 4.43 -3.34 -0.608
H -0.89 3.81 -3.07 0.312
H -0.69 5.16 -3.74 0.293
O -0.14 7.29 -1.90 -0.632
H 0.44 7.71 -2.55 0.314
H 0.19 6.38 -1.85 0.315
O -0.75 -0.58 -2.00 -0.396
H -1.43 -0.64 -2.67 0.196
H -1.20 -0.87 -1.19 0.249
O 4.89 1.78 -1.73 -0.853
H 4.21 1.73 -2.42 0.449
H 4.43 1.49 -0.93 0.427
O 5.78 -4.32 0.26 -0.608
H 5.11 -4.06 0.91 0.393
H 6.50 -3.69 0.40 0.266
O -2.61 -3.45 1.53 -0.622
H -3.27 -3.18 2.18 0.384
H -1.89 -2.82 1.66 0.175
O 6.27 -0.43 -0.35 -0.540
H 6.73 0.11 0.31 0.337
H 5.95 0.21 -0.99 0.240
O -5.53 -3.19 0.76 -0.592
H -4.85 -3.57 0.19 0.278
H -5.91 -3.95 1.22 0.312
O -3.15 -2.02 -1.04 -0.635
H -4.07 -1.73 -0.97 0.346
H -2.95 -2.36 -0.16 0.350
O -7.98 -4.66 1.15 -0.628
H -8.17 -3.71 1.16 0.319
H -8.59 -5.01 0.50 0.307
O -5.50 2.35 5.61 -0.697
H -4.81 1.98 5.03 0.340
H -5.87 1.58 6.05 0.345
O 2.99 -6.27 -3.76 -0.631
H 2.07 -5.98 -3.69 0.308
H 3.19 -6.61 -2.88 0.315
O -2.84 -2.80 4.21 -0.651
H -3.26 -2.00 4.55 0.313
H -1.90 -2.59 4.21 0.320
O 1.78 4.18 -6.20 -0.565
H 2.34 4.11 -6.98 0.290
H 1.60 5.12 -6.13 0.291
O -5.13 0.98 3.05 -0.673
H -4.95 1.65 2.38 0.309
H -6.00 1.22 3.40 0.331
O -5.41 -0.14 -0.72 -0.650
H -6.09 -0.20 -1.40 0.312
H -5.86 -0.43 0.08 0.318
O 8.69 1.18 1.87 -0.652
H 9.27 1.59 1.23 0.323
H 9.01 0.27 1.93 0.324
O -8.28 2.67 5.44 -0.643
H -8.71 3.46 5.79 0.322
H -7.33 2.88 5.46 0.382
O 3.83 3.31 -3.69 -0.606
H 3.39 3.93 -4.27 0.274
H 4.41 3.86 -3.14 0.296
```

Results
LUMO level = -1.863 eV
charge = 0